No. 1
16
Properties=species:S:1:pos:R:3:lowdin_charge:R:1 method="wB97M-V/def2-TZVPD" total_charge=0 e_homo_ev=-10.0 total_energy_ha=-2427.451316 lumo_energy_ev=-1.24 mol_weight_g_mol=319.2 orbital_gap_ha=0.3218
K 2.8689 0.1087 -1.8942 0.92
C -1.6150 -0.5828 -1.8446 -0.68
F -0.8896 -1.5342 -2.4413 0.13
F -2.4658 -0.0565 -2.7111 0.16
F -2.2806 -1.1196 -0.8136 0.14
S -0.5127 0.7469 -1.2392 0.57
O 0.2716 1.0993 -2.4027 -0.38
O -1.4002 1.7468 -0.7714 -0.24
N 0.4512 -0.0517 -0.1752 -0.34
S 0.2700 0.6161 1.2713 0.55
O 1.0304 1.8313 1.4163 -0.28
O -1.0570 0.6106 1.7670 -0.26
C 1.1515 -0.6213 2.2763 -0.68
F 0.7035 -1.8539 2.0265 0.14
F 2.4816 -0.5912 1.9829 0.09
F 0.9922 -0.3486 3.5530 0.17

No. 2
16
Properties=species:S:1:pos:R:3:lowdin_charge:R:1 method="wB97M-V/def2-TZVPD" multiplicity=3 s2=2.055 total_charge=+1 e_homo_ev="-14.9 / -15.8" total_energy_ha=-1954.623937 lumo_energy_ev="-7.63 / -8.38" mol_weight_g_mol=386.6 orbital_gap_ha="0.2657 / 0.2740"
C -0.9358 -1.9819 -0.2762 -0.31
F -1.0502 -2.9938 -1.1803 0.15
F -0.2434 -1.2491 -1.2269 0.05
F -1.8154 -2.6145 0.5220 0.12
Pd 0.3449 -1.1428 1.7925 1.08
N -0.7591 1.0803 -0.0762 -0.27
S -1.7841 0.0507 0.4744 0.76
O -1.4102 -0.4778 1.8078 -0.42
O -3.1507 0.2588 0.1086 -0.15
S 0.7255 1.3504 0.5342 0.78
O 1.2038 0.2201 1.3777 -0.49
O 0.8475 2.6861 1.0591 -0.18
C 1.8198 1.2246 -0.9853 -0.69
F 1.4005 0.2453 -1.7473 0.17
F 1.7697 2.3678 -1.6245 0.21
F 3.0370 0.9758 -0.5596 0.20

No. 3
8
Properties=species:S:1:pos:R:3:lowdin_charge:R:1 method="wB97M-V/def2-TZVPD" total_charge=0 e_homo_ev=-6.6 total_energy_ha=-2266.430907 lumo_energy_ev=-1.10 mol_weight_g_mol=158.6 orbital_gap_ha=0.2015
C -0.5680 0.0640 0.8249 -0.40
O -1.2984 -0.7846 0.1490 -0.51
Ga -0.1819 -0.9432 -1.6089 0.69
F 1.3106 0.1675 -1.6492 -0.51
C 0.3817 0.5431 1.4360 -0.41
O 1.4923 1.0838 1.8076 -0.24
Li 1.5891 1.1670 -0.1849 0.71
Li -2.7254 -1.2976 -0.7746 0.67

No. 4
6
Properties=species:S:1:pos:R:3:lowdin_charge:R:1 method="wB97M-V/def2-TZVPD" total_charge=0 e_homo_ev=-9.7 total_energy_ha=-340.046285 lumo_energy_ev=-1.50 mol_weight_g_mol=85.0 orbital_gap_ha=0.3014
C 1.5137 -0.3467 0.0013 -0.40
C -1.2729 0.3665 -0.1802 -0.14
N 2.5487 -0.5409 0.1918 0.14
N 0.1938 -0.3495 0.1280 0.03
N -1.3822 -0.7963 0.3589 0.24
F -1.6011 1.6670 -0.4998 0.13

No. 5
7
Properties=species:S:1:pos:R:3:lowdin_charge:R:1 method="wB97M-V/def2-TZVPD" multiplicity=5 s2=6.035 total_charge=0 e_homo_ev="-9.0 / -9.1" total_energy_ha=-1640.765251 lumo_energy_ev="-2.01 / -1.98" mol_weight_g_mol=143.9 orbital_gap_ha="0.2551 / 0.2606"
O 0.3682 -1.4351 -0.0877 -0.09
C 0.2669 -0.6698 -1.0680 -0.49
O 0.5766 -0.7464 -2.2192 0.16
Fe -0.0629 -0.7988 1.6936 0.98
O -0.0418 1.7873 1.4564 -0.03
C -0.6966 0.9743 0.7775 -0.46
O -0.4104 0.8884 -0.5525 -0.08

No. 6
6
Properties=species:S:1:pos:R:3:lowdin_charge:R:1 method="wB97M-V/def2-TZVPD" multiplicity=2 s2=0.760 total_charge=+2 e_homo_ev="-22.1 / -23.9" total_energy_ha=-2225.763783 lumo_energy_ev="-14.22 / -15.44" mol_weight_g_mol=141.7 orbital_gap_ha="0.2908 / 0.3125"
O -1.2877 1.3122 -0.3268 0.06
C -1.9178 2.2134 -0.0440 0.35
O 0.3020 -1.7034 -0.1002 0.09
C 1.2896 -1.4041 0.6227 -0.02
O 1.7674 -0.2821 0.7208 0.25
Ga -0.1537 -0.1361 -0.8725 1.28

No. 7
31
Properties=species:S:1:pos:R:3:lowdin_charge:R:1 method="wB97M-V/def2-TZVPD" multiplicity=5 s2=6.006 total_charge=+1 e_homo_ev="-14.0 / -13.3" total_energy_ha=-3473.215848 lumo_energy_ev="-3.71 / -3.70" mol_weight_g_mol=426.1 orbital_gap_ha="0.3782 / 0.3532"
Fe -1.1901 -0.3886 -0.1353 0.77
C 2.3581 -1.4654 1.2508 -0.67
F 1.7072 -2.1457 0.2892 0.11
F 2.2538 -2.1232 2.3878 0.17
F 3.6147 -1.3607 0.9014 0.19
S 1.6292 0.2597 1.5077 0.66
O 0.7643 0.2285 2.6528 -0.28
O 2.7461 1.1331 1.6314 -0.23
N 0.7021 0.4755 0.1047 -0.36
S 1.5077 1.2154 -1.0926 0.63
O 2.8832 0.8673 -1.1987 -0.23
O 0.7157 1.0360 -2.2903 -0.30
C 1.4459 3.0477 -0.7437 -0.67
F 0.4230 3.6019 -1.3755 0.16
F 1.3684 3.3194 0.5541 0.15
F 2.5776 3.5606 -1.2080 0.17
O -1.9422 0.5979 -1.8183 -0.05
H -2.7759 0.8961 -2.2002 0.10
H -1.2621 0.7441 -2.5016 0.07
O -0.3815 -1.7548 -1.6638 -0.04
H 0.5687 -1.8845 -1.7915 0.09
H -0.8062 -2.2474 -2.3756 0.10
O -2.0647 0.9819 1.1934 -0.03
H -1.8436 1.9146 1.0597 0.10
H -2.3447 0.9197 2.1155 0.11
O -3.0711 -1.5678 -0.1590 -0.03
H -3.7945 -1.2582 0.4007 0.09
H -3.4299 -2.3225 -0.6410 0.10
O -0.7946 -1.7910 1.4691 -0.05
H -0.4613 -2.6806 1.2936 0.09
H -1.1035 -1.8090 2.3832 0.10

No. 8
13
Properties=species:S:1:pos:R:3:lowdin_charge:R:1 method="wB97M-V/def2-TZVPD" total_charge=+1 e_homo_ev=-16.6 total_energy_ha=-136.675248 lumo_energy_ev=-4.16 mol_weight_g_mol=48.1 orbital_gap_ha=0.4585
N -0.5671 -1.2224 -1.1252 0.31
H -1.3890 -1.6487 -1.5601 0.17
H -0.6077 -1.4581 -0.1291 0.12
H 0.3461 -1.5138 -1.4778 0.17
H -0.6506 -0.2007 -1.1580 0.11
C -0.0772 0.4374 1.2581 -0.15
C 0.7710 1.0425 0.0968 -0.15
H 0.0331 -0.6400 1.4123 0.06
H -1.1407 0.5874 1.0293 0.07
H 0.0994 0.9477 2.1990 0.08
H 1.4877 0.2838 -0.2267 0.07
H 0.1817 1.4162 -0.7468 0.07
H 1.3774 1.8780 0.4365 0.08